i:
ORCA calculation (ωB97M-V/def2-TZVPD) on a single C12H14O molecule.

Structure (ORCA input):
```
! wB97M-V def2-TZVPD RIJCOSX def2/J DEFGRID3
* xyz 0 1
O -1.16 1.08 0.67
C 0.51 -1.88 1.26
C 0.67 -0.59 0.78
C -0.11 1.75 1.29
C 0.73 -1.46 -1.43
C 0.93 0.60 1.77
C -2.13 -0.08 -1.23
C 0.44 -2.99 0.45
C 0.52 2.90 0.55
C -2.17 -0.95 -2.23
C 0.60 -2.70 -0.92
C -1.02 0.29 -0.47
C 0.53 -0.23 -0.67
H 0.53 -2.10 2.28
H 1.22 -1.12 -2.33
H 2.00 0.93 1.77
H 0.59 -3.94 0.88
H -0.12 3.27 -0.25
H -3.01 -0.93 -2.87
H 0.70 -3.49 -1.59
H -3.02 0.53 -0.98
H -0.54 2.20 2.29
H 0.90 3.72 1.12
H 0.81 0.24 2.79
H -1.31 -1.47 -2.45
H 0.93 0.65 -1.09
H 1.35 2.48 0.01
*
```

Computed properties:
HOMO energy (spin up / spin down) ... -6.70 / -6.73 eV
Orbital gap (spin up / spin down) ... 0.23622 / 0.26352 hartree

natural (NBO) atomic charge list, values in e, 8 entries: number 1, O, carries -0.509; number 2, C, carries -0.245; number 3, C, carries 0.089; number 4, C, carries 0.115; number 5, C, carries -0.187; number 6, C, carries -0.456; number 7, C, carries -0.312; number 8, C, carries -0.211

ii:
ORCA calculation (ωB97M-V/def2-TZVPD) on a single C12H14O molecule.

Structure (ORCA input):
```
! wB97M-V def2-TZVPD RIJCOSX def2/J DEFGRID3
* xyz 0 1
O -3.44 -2.32 0.86
C 2.07 -0.06 0.71
C 0.45 -1.50 -0.27
C -1.45 0.50 -0.39
C -0.25 0.65 0.60
C -2.38 -0.67 -0.40
C 2.71 -2.27 0.08
C -0.33 1.70 1.52
C 3.06 -0.99 0.55
C -0.96 0.92 -1.82
C 1.46 -2.49 -0.37
C -2.54 -1.47 0.72
C 0.74 -0.30 0.38
H 4.07 -0.70 0.94
H -0.67 1.31 2.45
H 1.12 -3.41 -0.91
H -0.76 2.08 -1.80
H -2.67 -1.19 -1.37
H -0.90 2.50 1.27
H 0.04 0.51 -2.08
H 0.67 1.94 1.85
H 3.56 -2.99 -0.06
H -1.60 0.37 -2.48
H 2.35 0.81 1.25
H -1.84 -1.20 1.57
H -2.20 1.35 0.02
H -0.67 -1.74 -0.47
*
```

Computed properties:
HOMO energy (spin up / spin down) ... -6.71 / -6.25 eV
Orbital gap (spin up / spin down) ... 0.17833 / 0.14498 hartree

natural (NBO) atomic charge list, values in e, 8 entries: number 1, O, carries -0.621; number 2, C, carries -0.148; number 3, C, carries -0.119; number 4, C, carries -0.319; number 5, C, carries 0.377; number 6, C, carries -0.401; number 7, C, carries -0.168; number 8, C, carries -0.714

The data favor i; the next most stable structure lies 0.0259 hartree above it.

i:
ORCA calculation (ωB97M-V/def2-TZVPD) on C8H17AsF6N3O2PPtS3 as an isolated structure.

Structure (ORCA input):
```
! wB97M-V def2-TZVPD RIJCOSX def2/J DEFGRID3
* xyz 2 5
Pt 6.17 -13.68 7.80
As 4.87 -10.39 9.24
S 7.05 -12.67 3.29
S 7.59 -14.80 9.14
S 4.44 -14.53 9.00
P 5.84 -15.32 10.25
F 6.04 -9.27 8.86
F 3.73 -9.28 9.88
F 6.18 -11.53 8.35
F 5.77 -10.73 10.61
F 4.36 -10.35 7.56
F 3.92 -11.83 9.43
O 5.49 -16.81 10.53
O 5.95 -14.65 11.60
N 6.46 -13.49 5.64
N 6.61 -14.63 4.97
N 5.95 -11.21 5.38
C 4.52 -18.66 11.69
C 5.67 -13.28 12.07
C 6.50 -12.30 4.88
C 8.87 -15.96 3.48
C 4.25 -13.25 12.55
C 7.06 -14.32 3.70
C 7.51 -15.51 2.90
C 5.14 -17.28 11.96
H 5.29 -19.22 11.04
H 6.09 -17.29 12.49
H 4.65 -19.28 12.58
H 3.62 -13.60 11.71
H 4.45 -16.64 12.41
H 6.34 -13.17 12.91
H 7.61 -15.21 1.86
H 4.07 -12.14 12.68
H 9.08 -16.91 3.11
H 8.84 -16.13 4.57
H 6.86 -16.36 3.03
H 5.90 -12.62 11.22
H 3.94 -13.78 13.44
H 5.77 -11.28 6.39
H 6.05 -10.31 4.97
H 9.62 -15.19 3.25
H 3.49 -18.60 11.25
*
```

Computed properties:
HOMO energy (spin up / spin down) ... -15.40 / -16.63 eV
Expectation value of S² ... 6.032
Orbital gap (spin up / spin down) ... 0.30026 / 0.22054 hartree

natural (NBO) atomic charge list, values in e, 8 entries: number 1, Pt, carries 0.930; number 2, As, carries 2.861; number 3, S, carries 0.619; number 4, S, carries -0.131; number 5, S, carries -0.074; number 6, P, carries 1.807; number 7, F, carries -0.590; number 8, F, carries -0.560

ii:
ORCA calculation (ωB97M-V/def2-TZVPD) on C8H17AsF6N3O2PPtS3 as an isolated structure.

Structure (ORCA input):
```
! wB97M-V def2-TZVPD RIJCOSX def2/J DEFGRID3
* xyz 2 5
Pt 0.08 -0.66 -1.12
As 0.26 -4.14 -1.42
S -4.77 -0.75 -1.10
S 2.24 0.27 -1.57
S 0.27 0.21 1.06
P 2.15 0.80 0.46
F 0.60 -5.16 -0.09
F 0.58 -5.27 -2.58
F 1.76 -3.30 -1.41
F -0.28 -2.95 -2.68
F -1.42 -4.52 -1.28
F -0.21 -2.70 -0.27
O 3.23 0.03 1.28
O 2.30 2.31 0.64
N -3.02 -2.18 -2.59
N -2.19 -0.59 -1.03
N -2.63 0.35 -0.20
C 2.51 4.45 -0.51
C 5.28 -0.56 2.49
C -6.28 0.60 0.96
C -4.90 1.25 0.70
C -3.22 -1.29 -1.70
C 3.30 3.32 0.03
C 4.14 0.46 2.41
C -4.01 0.37 -0.12
H 4.39 1.44 2.21
H 3.53 0.33 3.27
H -5.07 2.03 0.01
H 3.81 2.79 -0.78
H -3.87 -2.64 -3.00
H 4.90 -1.49 2.88
H 5.73 -0.84 1.53
H -6.79 0.59 0.05
H 1.80 4.92 0.24
H 6.11 -0.05 3.03
H 3.29 5.09 -0.97
H -4.38 1.53 1.54
H 1.82 4.09 -1.34
H -6.11 -0.44 1.29
H 3.96 3.63 0.78
H -2.12 -2.64 -2.80
H -6.79 1.27 1.73
*
```

Computed properties:
HOMO energy (spin up / spin down) ... -15.41 / -16.37 eV
Expectation value of S² ... 6.030
Orbital gap (spin up / spin down) ... 0.31357 / 0.22388 hartree

natural (NBO) atomic charge list, values in e, 8 entries: number 1, Pt, carries 1.026; number 2, As, carries 2.846; number 3, S, carries 0.566; number 4, S, carries -0.274; number 5, S, carries 0.021; number 6, P, carries 1.778; number 7, F, carries -0.571; number 8, F, carries -0.566

The data favor ii; the next most stable structure lies 0.0147 hartree above it.

i:
ORCA calculation (ωB97M-V/def2-TZVPD) on a 2-piece molecular cluster, C4H6ClN overall.

Structure (ORCA input):
```
! wB97M-V def2-TZVPD RIJCOSX def2/J DEFGRID3
* xyz 0 1
Cl 1.78 1.37 0.36
N 1.50 -2.07 0.18
C 1.08 -1.03 -0.09
C 0.64 0.28 -0.32
C -0.90 -0.37 1.70
C -0.18 0.67 -1.53
H 0.52 1.13 -2.44
H -0.12 -0.49 2.48
H -1.59 0.44 1.62
H -1.23 -1.29 1.37
H -0.70 -0.17 -1.89
H -0.80 1.52 -1.45
*
```

Computed properties:
HOMO energy (spin up / spin down) ... -9.05 / -8.77 eV
Orbital gap (spin up / spin down) ... 0.29488 / 0.31681 hartree

natural (NBO) atomic charge list, values in e, 8 entries: number 1, Cl, carries 0.056; number 2, N, carries -0.306; number 3, C, carries 0.185; number 4, C, carries -0.080; number 5, C, carries -0.458; number 6, C, carries -0.647; number 7, H, carries 0.227; number 8, H, carries 0.198

ii:
ORCA calculation (ωB97M-V/def2-TZVPD) on a single C4H6ClN molecule.

Structure (ORCA input):
```
! wB97M-V def2-TZVPD RIJCOSX def2/J DEFGRID3
* xyz 0 1
Cl 3.67 0.30 0.03
N 0.34 0.38 -0.84
C 0.05 -1.00 -0.39
C 1.41 -1.40 0.07
C 2.15 -0.32 -0.09
C -0.21 1.41 -0.03
H -0.30 -1.59 -1.24
H -1.25 1.57 -0.36
H -0.70 -1.04 0.41
H 0.34 2.34 -0.19
H -0.23 1.18 1.05
H 1.73 -2.37 0.44
*
```

Computed properties:
HOMO energy (spin up / spin down) ... -8.49 / -8.50 eV
Orbital gap (spin up / spin down) ... 0.32615 / 0.32628 hartree

natural (NBO) atomic charge list, values in e, 8 entries: number 1, Cl, carries 0.127; number 2, N, carries -0.361; number 3, C, carries -0.268; number 4, C, carries -0.276; number 5, C, carries 0.043; number 6, C, carries -0.443; number 7, H, carries 0.205; number 8, H, carries 0.202

The data favor i; the next most stable structure lies 0.0035 hartree above it.